[1]
{"formula": "C22H63N5O7", "method": "ωB97M-V/def2-TZVPD", "total_charge": -1, "de_lowest_kj_mol": 84.1, "spin_multiplicity": 2, "fmax_ev_per_a": 3.0, "gap_ev": [1.49, 9.06], "e_tot_ev": -45611.6201, "symbols": ["C", "O", "H", "H", "H", "H", "C", "O", "H", "H", "H", "H", "C", "C", "C", "O", "C", "N", "H", "H", "H", "H", "H", "H", "H", "H", "H", "H", "H", "C", "C", "C", "O", "C", "N", "H", "H", "H", "H", "H", "H", "H", "H", "H", "H", "H", "C", "C", "C", "O", "C", "N", "H", "H", "H", "H", "H", "H", "H", "H", "H", "H", "H", "C", "C", "C", "O", "C", "N", "H", "H", "H", "H", "H", "H", "H", "H", "H", "H", "H", "C", "C", "C", "O", "C", "N", "H", "H", "H", "H", "H", "H", "H", "H", "H", "H", "H"], "coordinates": [[-3.620, -2.264, -4.473], [-4.072, -2.772, -3.251], [-4.401, -1.904, -5.143], [-3.093, -1.313, -4.389], [-3.134, -3.059, -5.037], [-3.352, -3.100, -2.708], [-4.360, 1.828, -2.095], [-2.960, 1.966, -1.798], [-4.604, 1.104, -2.873], [-4.935, 1.305, -1.331], [-4.768, 2.818, -2.299], [-3.003, 2.351, -0.920], [1.830, 2.338, 3.844], [0.970, 2.325, 5.128], [0.186, 1.073, 5.356], [1.054, -0.030, 5.726], [0.205, -1.030, 6.185], [1.884, 2.633, 6.276], [2.407, 3.262, 3.876], [1.221, 2.501, 2.955], [2.468, 1.460, 3.733], [0.184, 3.044, 4.897], [-0.365, 0.699, 4.494], [-0.520, 1.360, 6.136], [-0.490, -0.873, 7.011], [0.886, -1.779, 6.589], [-0.413, -1.459, 5.396], [2.259, 1.838, 6.774], [2.782, 2.957, 5.946], [-2.704, -1.313, -0.346], [-1.306, -0.929, -0.666], [-0.403, -2.068, -0.327], [-0.232, -2.354, 1.016], [0.548, -1.541, 1.881], [-1.208, -0.634, -2.107], [-2.729, -1.614, 0.701], [-2.999, -2.108, -1.031], [-3.467, -0.536, -0.399], [-1.058, -0.021, -0.116], [0.558, -1.801, -0.766], [-0.724, -3.033, -0.719], [0.552, -1.887, 2.914], [0.073, -0.561, 1.841], [1.532, -1.326, 1.464], [-0.287, -0.367, -2.422], [-1.765, 0.183, -2.311], [-2.256, 2.335, 1.644], [-2.993, 3.672, 1.549], [-2.041, 4.853, 1.897], [-0.914, 4.684, 1.154], [0.021, 5.724, 1.038], [-3.282, 4.015, 0.211], [-3.059, 1.618, 1.472], [-1.968, 2.256, 2.692], [-1.317, 2.223, 1.102], [-3.880, 3.643, 2.180], [-1.659, 4.809, 2.916], [-2.482, 5.826, 1.680], [0.180, 6.255, 1.977], [-0.286, 6.455, 0.290], [0.954, 5.319, 0.645], [-4.018, 4.693, 0.082], [-2.424, 4.486, -0.038], [2.857, -4.054, -2.216], [2.469, -5.521, -2.024], [1.595, -6.105, -3.155], [2.197, -5.827, -4.383], [1.384, -5.965, -5.509], [3.664, -6.315, -1.977], [3.421, -3.704, -1.351], [1.909, -3.552, -2.409], [3.537, -3.948, -3.062], [1.909, -5.599, -1.092], [0.669, -5.542, -3.035], [1.428, -7.166, -2.970], [1.281, -7.005, -5.818], [1.794, -5.326, -6.291], [0.399, -5.528, -5.343], [3.640, -7.259, -1.620], [4.415, -5.861, -1.477], [2.923, 0.091, -2.304], [3.147, 1.008, -1.067], [1.929, 1.899, -0.583], [1.112, 2.211, -1.755], [0.252, 3.357, -1.609], [3.847, 0.370, 0.024], [2.152, -0.661, -2.134], [3.874, -0.408, -2.490], [2.513, 0.705, -3.106], [3.745, 1.747, -1.600], [2.251, 2.859, -0.181], [1.320, 1.312, 0.105], [-0.198, 3.432, -0.618], [-0.572, 3.266, -2.317], [0.935, 4.197, -1.739], [4.553, 1.022, 0.333], [4.441, -0.362, -0.336]]}

=====

[2]
{"formula": "C22H64CuN4O12", "method": "ωB97M-V/def2-TZVPD", "total_charge": 1, "spin_multiplicity": 3, "fmax_ev_per_a": 3.8, "gap_ev": [9.48, 4.83], "e_tot_ev": -99010.4030, "symbols": ["Cu", "C", "O", "O", "O", "C", "O", "H", "H", "H", "H", "C", "O", "H", "H", "H", "H", "C", "O", "H", "H", "H", "H", "C", "O", "H", "H", "H", "H", "C", "O", "H", "H", "H", "H", "C", "C", "C", "O", "C", "N", "H", "H", "H", "H", "H", "H", "H", "H", "H", "H", "H", "C", "C", "C", "O", "C", "N", "H", "H", "H", "H", "H", "H", "H", "H", "H", "H", "H", "C", "C", "C", "O", "C", "N", "H", "H", "H", "H", "H", "H", "H", "H", "H", "H", "H", "C", "C", "C", "O", "C", "N", "H", "H", "H", "H", "H", "H", "H", "H", "H", "H", "H"], "coordinates": [[25.136, 13.171, -19.304], [22.554, 13.530, -19.763], [22.971, 12.595, -19.002], [21.395, 13.597, -20.104], [23.422, 14.260, -20.214], [18.633, 12.356, -21.573], [19.593, 11.600, -20.902], [17.935, 11.630, -21.989], [18.105, 13.053, -20.922], [19.070, 12.896, -22.413], [20.204, 12.268, -20.583], [25.246, 10.961, -16.775], [25.576, 12.288, -17.109], [25.014, 10.889, -15.713], [24.262, 10.853, -17.231], [25.963, 10.244, -17.177], [25.860, 12.701, -16.290], [20.015, 12.957, -16.988], [21.338, 12.524, -16.654], [19.965, 13.842, -17.622], [19.601, 12.187, -17.638], [19.397, 13.168, -16.115], [21.767, 12.569, -17.512], [24.304, 16.695, -22.602], [24.805, 15.429, -22.348], [25.086, 17.404, -22.330], [24.080, 16.923, -23.644], [23.459, 16.950, -21.962], [24.107, 15.009, -21.840], [19.132, 16.029, -20.149], [20.387, 16.133, -19.542], [18.514, 16.774, -19.648], [19.145, 16.271, -21.211], [18.674, 15.062, -19.941], [20.822, 15.285, -19.662], [25.865, 9.508, -21.840], [25.991, 10.434, -20.613], [27.449, 10.925, -20.303], [27.454, 11.799, -19.200], [28.765, 12.321, -18.954], [25.015, 11.516, -20.923], [26.276, 9.931, -22.757], [24.838, 9.251, -22.102], [26.378, 8.547, -21.814], [25.648, 9.888, -19.734], [27.944, 11.380, -21.161], [28.067, 10.087, -19.981], [28.674, 12.806, -17.982], [29.183, 13.048, -19.650], [29.511, 11.540, -18.805], [25.058, 11.725, -21.911], [24.105, 11.078, -20.931], [21.174, 9.528, -18.695], [22.399, 9.201, -19.593], [22.285, 7.828, -20.325], [22.497, 6.734, -19.414], [22.879, 5.475, -20.030], [22.553, 10.218, -20.549], [21.385, 10.423, -18.110], [21.081, 8.792, -17.896], [20.277, 9.572, -19.313], [23.226, 9.203, -18.883], [23.116, 7.785, -21.029], [21.339, 7.785, -20.866], [21.915, 5.018, -20.257], [23.347, 4.795, -19.319], [23.576, 5.536, -20.866], [22.561, 11.019, -19.934], [21.706, 10.470, -21.039], [27.956, 16.359, -20.354], [27.215, 15.282, -19.587], [26.107, 15.927, -18.800], [25.482, 14.957, -18.018], [24.475, 15.444, -17.088], [26.700, 14.270, -20.535], [28.287, 17.162, -19.694], [27.197, 16.808, -20.994], [28.802, 16.042, -20.964], [27.793, 14.829, -18.781], [25.432, 16.479, -19.453], [26.550, 16.727, -18.207], [24.097, 14.610, -16.497], [23.631, 15.845, -17.649], [24.836, 16.151, -16.340], [26.131, 14.806, -21.175], [27.405, 13.985, -21.200], [21.405, 13.501, -25.325], [21.990, 14.236, -24.134], [21.065, 15.326, -23.546], [20.715, 16.375, -24.427], [19.712, 17.218, -23.849], [22.199, 13.297, -23.065], [20.362, 13.197, -25.231], [22.115, 12.726, -25.616], [21.451, 14.248, -26.117], [22.951, 14.695, -24.368], [21.523, 15.641, -22.608], [20.157, 14.807, -23.239], [18.798, 16.652, -23.666], [19.525, 18.077, -24.493], [20.112, 17.680, -22.947], [21.354, 12.749, -22.990], [22.172, 13.767, -22.171]]}

=====

[3]
{"formula": "C22H64CuO20", "method": "ωB97M-V/def2-TZVPD", "de_lowest_kj_mol": 0.0, "spin_multiplicity": 2, "fmax_ev_per_a": 2.3, "gap_ev": [7.75, 5.91], "e_tot_ev": -109432.6358, "symbols": ["Cu", "C", "C", "O", "H", "H", "H", "H", "H", "C", "C", "O", "H", "H", "H", "H", "H", "C", "C", "O", "O", "H", "H", "H", "H", "H", "H", "C", "C", "O", "O", "H", "H", "H", "H", "H", "H", "C", "C", "O", "O", "H", "H", "H", "H", "H", "H", "C", "C", "O", "O", "H", "H", "H", "H", "H", "H", "C", "C", "O", "O", "H", "H", "H", "H", "H", "H", "C", "C", "O", "O", "H", "H", "H", "H", "H", "H", "C", "C", "O", "O", "H", "H", "H", "H", "H", "H", "C", "C", "O", "O", "H", "H", "H", "H", "H", "H", "C", "C", "O", "O", "H", "H", "H", "H", "H", "H"], "coordinates": [[-1.246, 3.260, 1.164], [0.819, -0.373, -0.335], [-0.420, 0.449, -0.646], [-0.347, 1.692, -0.004], [0.722, -1.374, -0.781], [1.071, -0.490, 0.723], [1.693, 0.084, -0.812], [-1.375, -0.088, -0.498], [-0.475, 0.717, -1.722], [-5.567, 1.702, 1.174], [-4.071, 1.899, 1.136], [-3.603, 3.144, 0.819], [-5.959, 2.070, 2.128], [-5.673, 0.621, 1.312], [-6.176, 2.080, 0.362], [-3.575, 1.237, 0.395], [-3.593, 1.582, 2.077], [-5.412, 0.373, -2.064], [-6.393, -0.455, -2.863], [-6.568, -0.153, -4.214], [-4.080, 0.329, -2.607], [-5.316, -0.134, -1.102], [-5.763, 1.405, -2.059], [-7.328, -0.539, -2.266], [-6.240, -1.541, -2.765], [-6.715, 0.791, -4.324], [-3.627, -0.379, -2.141], [-0.711, -1.491, -4.301], [0.714, -1.916, -4.659], [0.673, -3.283, -4.974], [-1.164, -2.303, -3.225], [-1.424, -1.444, -5.130], [-0.742, -0.467, -3.915], [1.258, -1.712, -3.738], [1.039, -1.349, -5.523], [0.487, -3.803, -4.189], [-1.458, -3.149, -3.577], [2.268, 4.015, 1.832], [3.174, 2.808, 1.786], [2.280, 1.661, 1.891], [1.237, 4.001, 0.868], [2.885, 4.910, 1.635], [1.774, 4.149, 2.793], [3.878, 2.699, 2.613], [3.804, 2.698, 0.896], [1.665, 1.673, 1.133], [1.644, 3.859, -0.001], [5.820, -0.723, 0.035], [4.890, 0.177, -0.753], [5.588, 0.563, -1.949], [6.815, 0.074, 0.708], [6.365, -1.447, -0.560], [5.191, -1.158, 0.822], [4.554, 1.055, -0.192], [3.977, -0.320, -1.085], [6.305, 1.178, -1.769], [6.535, 0.254, 1.608], [1.773, 3.034, -2.977], [1.575, 1.742, -3.711], [2.639, 0.825, -3.449], [1.704, 2.955, -1.550], [0.979, 3.760, -3.196], [2.726, 3.490, -3.248], [1.470, 1.811, -4.799], [0.726, 1.118, -3.415], [3.463, 1.164, -3.090], [1.033, 2.288, -1.265], [-2.652, -2.752, -0.101], [-4.143, -2.639, -0.225], [-4.773, -1.761, 0.714], [-2.360, -3.897, 0.744], [-2.124, -1.943, 0.410], [-2.180, -2.881, -1.077], [-4.609, -3.623, -0.263], [-4.284, -2.207, -1.229], [-5.582, -2.246, 0.904], [-1.453, -3.678, 0.999], [1.546, -4.899, 0.697], [2.770, -4.290, 0.056], [3.694, -3.536, 0.825], [0.698, -3.872, 1.156], [1.843, -5.616, 1.473], [1.114, -5.540, -0.076], [2.497, -3.589, -0.735], [3.336, -5.063, -0.479], [3.997, -4.013, 1.606], [1.264, -3.093, 1.227], [-1.496, 2.159, 3.958], [-1.173, 3.631, 4.187], [-1.429, 4.497, 3.049], [-0.927, 1.662, 2.780], [-2.566, 1.976, 4.111], [-0.995, 1.738, 4.847], [-0.187, 3.753, 4.639], [-1.898, 3.984, 4.928], [-1.536, 5.372, 3.428], [-0.863, 0.702, 2.723], [1.675, -1.509, 4.046], [2.991, -1.168, 3.375], [3.387, 0.147, 3.667], [0.608, -0.756, 3.518], [1.757, -1.450, 5.134], [1.489, -2.560, 3.799], [2.985, -1.409, 2.301], [3.715, -1.894, 3.775], [2.845, 0.777, 3.130], [0.823, 0.185, 3.508]]}

=====

[4]
{"formula": "C22H64FeN10O12", "method": "ωB97M-V/def2-TZVPD", "de_lowest_kj_mol": 0.0, "spin_multiplicity": 5, "fmax_ev_per_a": 3.0, "gap_ev": [8.27, 8.15], "e_tot_ev": -97713.1073, "symbols": ["Fe", "O", "C", "C", "O", "H", "H", "H", "H", "C", "O", "N", "N", "H", "H", "H", "H", "C", "O", "N", "N", "H", "H", "H", "H", "C", "O", "N", "N", "H", "H", "H", "H", "C", "O", "N", "N", "H", "H", "H", "H", "C", "O", "N", "N", "H", "H", "H", "H", "C", "C", "C", "O", "H", "H", "H", "H", "H", "H", "H", "H", "C", "C", "C", "O", "H", "H", "H", "H", "H", "H", "H", "H", "C", "C", "C", "O", "H", "H", "H", "H", "H", "H", "H", "H", "C", "C", "C", "O", "H", "H", "H", "H", "H", "H", "H", "H", "C", "C", "C", "O", "H", "H", "H", "H", "H", "H", "H", "H"], "coordinates": [[-2.377, 2.172, -0.189], [-1.882, 0.890, -1.767], [-0.855, 0.091, -1.250], [-0.708, 0.068, 0.364], [-1.241, 1.096, 1.196], [0.076, 0.412, -1.738], [-0.963, -0.946, -1.593], [0.386, 0.084, 0.467], [-1.073, -0.899, 0.730], [2.388, -0.493, -3.744], [1.378, -0.004, -4.262], [2.309, -1.679, -3.078], [3.627, 0.032, -3.830], [3.027, -1.919, -2.419], [1.383, -2.071, -3.012], [3.715, 0.814, -4.456], [4.415, -0.501, -3.517], [-4.645, 0.990, 1.361], [-4.179, 1.246, 0.241], [-5.726, 0.203, 1.548], [-4.179, 1.481, 2.556], [-6.104, 0.271, 2.474], [-6.270, -0.292, 0.867], [-4.563, 1.006, 3.352], [-3.360, 2.038, 2.719], [0.551, 3.878, -0.711], [-0.557, 3.350, -0.735], [0.810, 5.151, -0.352], [1.696, 3.134, -0.914], [1.710, 5.525, -0.566], [-0.017, 5.651, -0.070], [2.586, 3.591, -0.890], [1.671, 2.176, -1.218], [-2.699, -2.108, 3.460], [-2.929, -3.144, 4.080], [-1.898, -1.104, 3.909], [-3.208, -1.870, 2.219], [-1.165, -1.346, 4.555], [-1.767, -0.324, 3.282], [-2.964, -1.077, 1.655], [-3.936, -2.480, 1.893], [-4.633, -0.802, -3.436], [-5.713, -1.246, -3.823], [-3.673, -0.284, -4.253], [-4.190, -0.955, -2.151], [-2.872, 0.111, -3.774], [-3.915, -0.018, -5.188], [-4.830, -1.449, -1.560], [-3.330, -0.514, -1.853], [3.925, -0.618, 0.753], [5.278, 0.019, 0.743], [5.679, 0.588, 2.093], [6.234, -0.850, 0.204], [3.092, -0.044, 1.156], [3.947, -1.577, 1.282], [3.627, -0.886, -0.263], [5.099, 0.946, 0.164], [6.051, -0.165, 2.793], [4.795, 1.070, 2.518], [6.417, 1.393, 2.039], [7.112, -0.482, 0.344], [-1.251, -4.895, -1.626], [-0.021, -4.227, -2.302], [-0.535, -3.553, -3.565], [0.272, -3.232, -1.304], [-1.530, -5.865, -2.052], [-2.079, -4.186, -1.658], [-1.059, -5.127, -0.578], [0.796, -4.920, -2.490], [-0.915, -4.341, -4.218], [0.190, -3.008, -4.178], [-1.264, -2.771, -3.340], [-0.484, -2.638, -1.310], [2.545, 2.429, 2.479], [1.857, 1.543, 3.523], [2.146, 2.045, 4.937], [0.467, 1.719, 3.344], [2.569, 3.447, 2.876], [2.261, 2.212, 1.459], [3.638, 2.316, 2.597], [2.066, 0.463, 3.512], [3.233, 1.879, 4.981], [1.599, 1.549, 5.736], [2.052, 3.111, 5.157], [0.081, 1.353, 2.523], [3.491, -2.671, 4.323], [1.998, -2.440, 4.433], [1.340, -2.322, 3.062], [1.428, -3.564, 5.091], [4.038, -2.616, 5.263], [3.996, -1.982, 3.638], [3.664, -3.657, 3.880], [1.831, -1.515, 4.992], [1.686, -3.195, 2.504], [1.713, -1.377, 2.653], [0.255, -2.272, 3.052], [1.599, -4.381, 4.616], [-3.837, 3.121, -3.568], [-2.505, 2.967, -4.340], [-2.501, 3.847, -5.592], [-1.390, 3.380, -3.574], [-3.721, 2.655, -2.591], [-4.622, 2.610, -4.130], [-4.190, 4.147, -3.448], [-2.415, 1.953, -4.743], [-2.880, 4.827, -5.308], [-3.280, 3.305, -6.146], [-1.582, 3.770, -6.160], [-1.311, 2.773, -2.817]]}